Entry from the Open Molecules 2025 dataset: C34H91FeN8O10 as an isolated structure in a non-equilibrium geometry (ωB97M-V/def2-TZVPD).

Results
strongest force on any atom = 4.51 eV Å⁻¹
E_HOMO (spin up / spin down) = -0.477 / -0.477 hartree
LUMO energy (spin up / spin down) = -0.17915 / -0.34931 Ha
orbital gap (spin up / spin down) = 8.108 / 3.478 eV

```
! wB97M-V def2-TZVPD RIJCOSX def2/J DEFGRID3
* xyz 2 6
Fe -1.9442 -2.2859 1.4887
C 0.1825 0.8427 -0.1560
C -0.6340 -0.2786 0.4526
O -1.5424 -0.8066 -0.1438
O -0.3668 -0.8015 1.5674
H 1.0791 1.0631 0.4234
H -0.4598 1.7199 -0.2341
H 0.4787 0.6362 -1.1845
C -2.3574 -5.3938 -6.2511
C -2.7600 -4.5966 -5.0415
C -1.7632 -3.4569 -4.7169
O -2.2775 -2.6220 -3.7061
C -1.6315 -1.4250 -3.5111
N -4.1079 -4.2565 -5.3029
H -2.3678 -4.8056 -7.1687
H -3.0126 -6.2538 -6.3895
H -1.3480 -5.7616 -6.0667
H -2.7058 -5.3083 -4.2177
H -1.6343 -2.8876 -5.6374
H -0.7721 -3.7820 -4.4004
H -1.5092 -0.9147 -4.4665
H -0.6519 -1.4419 -3.0335
H -2.2962 -0.9044 -2.8217
H -4.0335 -3.4825 -5.9475
H -4.3691 -3.8232 -4.4287
C -4.9319 -3.8343 -1.4266
C -4.1755 -2.7404 -0.6069
C -5.0973 -1.6281 -0.0431
O -5.4705 -0.7942 -1.0939
C -6.6159 -0.0216 -0.8786
N -3.3926 -3.4377 0.4342
H -4.1532 -4.4629 -1.8586
H -5.4485 -3.3801 -2.2721
H -5.7114 -4.3156 -0.8360
H -3.3769 -2.3475 -1.2362
H -4.7179 -0.9546 0.7254
H -5.9519 -2.1174 0.4241
H -6.5606 0.3962 0.1266
H -7.6056 -0.4482 -1.0417
H -6.6630 0.7921 -1.6024
H -4.0501 -3.9095 1.0386
H -2.9848 -4.2590 0.0106
C 1.3243 -3.5727 -0.6518
C -0.1176 -3.9584 -0.3164
C -0.3663 -5.4370 -0.6912
O -1.7240 -5.6590 -0.4420
C -2.0681 -7.0195 -0.5437
N -0.3425 -3.7073 1.1213
H 2.0947 -4.1676 -0.1612
H 1.3916 -2.5130 -0.4056
H 1.4513 -3.5669 -1.7343
H -0.8353 -3.3491 -0.8656
H 0.2276 -6.1261 -0.0908
H -0.1667 -5.5562 -1.7561
H -3.1520 -7.1199 -0.4877
H -1.5066 -7.5218 0.2441
H -1.7424 -7.4977 -1.4675
H -0.1522 -4.6566 1.4088
H 0.4660 -3.2366 1.5019
C -2.1081 2.0741 3.4661
C -3.6659 2.1656 3.4170
C -4.1935 2.1111 1.9733
O -3.7639 3.3330 1.3299
C -4.0345 3.2473 -0.0226
N -4.2085 1.0794 4.2381
H -1.7715 2.1941 4.4959
H -1.6979 2.9043 2.8911
H -1.6076 1.1463 3.1890
H -4.0576 2.9956 4.0050
H -5.2542 1.8740 1.8907
H -3.8190 1.1965 1.5135
H -3.8607 4.2245 -0.4731
H -5.0797 3.1624 -0.3199
H -3.4445 2.5168 -0.5762
H -5.2111 1.0021 4.1437
H -3.7534 0.2279 3.9416
C 0.5673 6.5214 -2.4431
C 1.4701 6.5912 -1.1871
C 0.9422 5.6120 -0.1221
O -0.3009 6.1361 0.2363
C -1.2294 5.1855 0.7452
N 2.8268 6.2616 -1.6294
H 0.9673 7.0083 -3.3325
H -0.3418 7.0458 -2.1487
H 0.3214 5.4846 -2.6727
H 1.5871 7.5837 -0.7520
H 1.5711 5.4848 0.7591
H 0.7418 4.6476 -0.5887
H -2.1638 5.6856 1.0001
H -0.8082 4.8243 1.6834
H -1.4564 4.3809 0.0457
H 2.8630 5.4422 -2.2189
H 3.4151 6.0345 -0.8405
C 5.4143 1.7353 4.4080
C 4.9989 2.4222 3.1216
C 3.6840 3.2041 3.2186
O 2.6144 2.3351 3.7129
C 1.2943 2.7117 3.3669
N 6.1871 3.0254 2.5237
H 4.5717 1.1492 4.7751
H 5.5963 2.5015 5.1616
H 6.3167 1.1299 4.3228
H 4.8092 1.5792 2.4572
H 3.4848 3.5545 2.2059
H 3.7909 4.0255 3.9271
H 0.7007 2.1664 4.1007
H 1.0829 2.2962 2.3816
H 1.0063 3.7629 3.3653
H 6.4363 3.8332 3.0765
H 6.9345 2.3569 2.6436
C 3.1220 -1.0196 1.5975
C 3.0548 -2.1840 2.5099
C 3.6658 -2.1447 3.8982
O 5.1043 -2.2081 3.7966
C 5.8881 -1.7446 4.9450
N 1.6957 -2.5383 2.7645
H 4.1606 -0.8194 1.3342
H 2.7397 -0.1000 2.0405
H 2.6531 -1.1983 0.6299
H 3.4809 -3.0366 1.9811
H 3.3593 -3.0107 4.4849
H 3.3050 -1.2686 4.4371
H 6.9180 -1.6641 4.5975
H 5.6819 -2.4716 5.7305
H 5.4955 -0.7922 5.3014
H 1.2034 -1.8074 2.2709
H 1.4709 -2.4351 3.7438
C 4.0075 1.7840 -0.7801
C 4.0108 2.2875 -2.2773
C 2.7277 2.1574 -3.1546
O 2.4895 0.7809 -3.3569
C 1.3056 0.5480 -4.0159
N 4.4009 3.7391 -2.1737
H 3.6067 0.7745 -0.6890
H 3.4458 2.4706 -0.1468
H 5.0574 1.7286 -0.4924
H 4.7964 1.6540 -2.6890
H 2.9128 2.6637 -4.1020
H 1.8584 2.6436 -2.7120
H 0.3860 0.8545 -3.5173
H 1.2311 -0.4792 -4.3729
H 1.3639 1.0685 -4.9718
H 5.2126 3.7264 -1.5727
H 4.7542 4.0220 -3.0766
*
```